Entry 1:
This record from the Open Molecules 2025 dataset describes the ion C6H14N2P with charge +1. The level of theory is the ωB97M-V functional and the def2-TZVPD basis.

Positions of all 23 atoms, in Å:
C1 1.9883 0.8735 3.1255
N1 1.3981 -0.0209 2.1955
C2 1.5332 -1.4378 2.5031
C3 0.5516 0.4001 1.2352
P1 -0.2242 -0.6659 0.0298
C4 -0.8470 0.5415 -0.9722
N2 -1.5929 0.0477 -2.2872
C5 -1.7957 1.1816 -3.2355
C6 -1.6165 -1.3123 -2.6068
H1 1.5100 1.8203 2.8942
H2 1.7919 0.6401 4.2641
H3 3.1518 1.0314 2.8379
H4 2.3118 -1.7569 1.9408
H5 1.9497 -1.4279 3.5821
H6 0.7342 -2.0772 2.3807
H7 0.7077 1.4080 1.0474
H8 -0.9340 1.6208 -0.8622
H9 -1.7632 2.1114 -2.5202
H10 -2.7730 1.0096 -3.7216
H11 -1.0209 1.1881 -3.9663
H12 -1.4286 -1.7658 -1.6472
H13 -0.9107 -1.8460 -3.3416
H14 -2.7217 -1.5637 -2.8755

Results
largest force on an atom: 0.1483 hartree/bohr
electronic energy: -18707.768 eV
HOMO-LUMO gap (spin up / spin down): 7.15 / 7.15 eV
SMILES: CN(C)/C=P/C=[N+](C)C
charge: +1
relative energy (zero: lowest compared OMol25 entry of this formula, charge and spin): 3.253 eV
E_LUMO (spin up / spin down): -4.86 / -4.86 eV

=====

Entry 2:
This record from the Open Molecules 2025 dataset describes a cluster of 2 separate species, C5H7ClN4O2 in total. The level of theory is the ωB97M-V functional and the def2-TZVPD basis.

Positions of all 19 atoms, in Å:
C1 0.3052 0.1514 1.9453
C2 -0.9628 0.4993 1.6501
C3 -1.1884 1.1207 -0.8018
C4 -1.3217 -2.3851 1.7224
C5 0.4288 0.7442 -1.6909
N1 -1.3797 0.8223 0.3476
N2 0.8511 1.5808 -2.6207
N3 0.4791 -0.5627 -2.0254
N4 1.1780 -0.1892 0.9774
O1 -2.1908 -2.0914 1.0541
O2 -0.4696 -2.6698 2.4113
Cl1 -2.1658 0.8453 2.8194
H1 0.7011 0.2126 2.9203
H2 0.8038 1.5081 -3.5984
H3 0.7546 2.5810 -2.3350
H4 0.3298 -1.2365 -1.1674
H5 0.5919 -0.9605 -2.9052
H6 2.1109 -0.2772 1.1977
H7 1.1445 0.3067 0.0994

Results
largest force on an atom: 0.1156 hartree/bohr
electronic energy: -27870.756 eV
HOMO-LUMO gap (spin up / spin down): 5.85 / 7.33 eV
charge: 0
2S+1: 3
E_LUMO (spin up / spin down): 0.67 / -0.87 eV

=====

Entry 3:
This record from the Open Molecules 2025 dataset describes a cluster of 16 separate species, C48H51F15O48 in total. The level of theory is the ωB97M-V functional and the def2-TZVPD basis.

Positions of all 162 atoms, in Å:
C1 3.4928 -10.1593 7.1212
C2 2.6702 -11.2321 6.6198
O1 1.6583 -11.2615 7.6505
C3 2.2095 -10.8508 8.8143
O2 1.7008 -10.7396 9.9414
O3 3.4581 -10.4118 8.5585
F1 3.3213 -12.4476 6.5733
H1 2.9009 -9.2619 6.9410
H2 4.4902 -10.1675 6.6815
H3 2.3768 -11.0099 5.5938
C4 -2.6454 -9.3669 6.2435
C5 -2.2076 -9.2016 4.8286
O4 -3.3760 -9.4840 4.0588
C6 -4.2767 -10.1137 4.7804
O5 -5.3882 -10.3771 4.3954
O6 -3.7210 -10.2919 6.0810
F2 -1.1854 -10.1854 4.7171
H4 -3.2427 -8.5651 6.6777
H5 -1.9913 -9.6161 7.0791
H6 -1.7888 -8.2173 4.6188
C7 4.6325 -1.2424 8.7495
C8 4.0884 -0.8715 10.0846
O7 5.1781 -0.2607 10.6955
C9 5.8118 0.3621 9.7992
O8 6.6475 1.2507 10.0006
O9 5.4144 -0.0294 8.5414
F3 3.6295 -1.9422 10.6193
H7 3.9019 -1.4743 7.9746
H8 5.3039 -2.0995 8.6972
H9 3.1816 -0.2746 9.9875
C10 0.7058 -0.5264 2.6036
C11 -0.7085 -0.9509 2.9341
O10 -1.4475 0.2440 2.5711
C12 -0.6671 1.2679 2.7851
O11 -1.0437 2.4298 2.8354
O12 0.6969 0.8383 2.9524
F4 -0.7562 -1.1010 4.2535
H10 0.8682 -0.6467 1.5325
H11 1.4341 -1.1161 3.1604
H12 -0.9613 -1.8869 2.4361
C13 6.2354 -4.1416 3.0188
C14 6.1581 -2.6324 2.9600
O13 4.8145 -2.3760 2.6163
C15 4.3521 -3.4540 1.9171
O14 3.3169 -3.4531 1.2467
O15 5.2940 -4.4057 1.9531
F5 7.0658 -2.2798 2.1081
H13 5.7981 -4.4442 3.9703
H14 7.2434 -4.5512 2.9527
H15 6.4010 -2.1216 3.8918
C16 0.5032 -6.0013 0.6046
C17 -0.4447 -7.2463 0.4971
O16 -0.1648 -7.8200 1.8063
C18 0.4594 -6.9857 2.6859
O17 0.5661 -7.1958 3.9553
O18 0.9417 -5.9805 1.9636
F6 -0.1421 -8.0291 -0.5144
H16 0.0246 -5.0321 0.4640
H17 1.2406 -5.9686 -0.1974
H18 -1.4652 -6.8635 0.5135
C19 6.5043 2.3201 3.9874
C20 5.9659 1.0397 3.4445
O19 4.7920 1.4001 2.7543
C21 4.6300 2.7154 2.8463
O20 3.7038 3.3825 2.3523
O21 5.5050 3.1800 3.7540
F7 5.6791 0.2807 4.4737
H19 7.4082 2.4094 3.3847
H20 6.6950 2.3067 5.0605
H21 6.7394 0.5402 2.8611
C22 -2.6251 -5.2150 8.4224
C23 -2.2919 -3.8565 7.8451
O22 -2.5472 -3.9829 6.4188
C24 -2.6563 -5.2911 6.1945
O23 -2.7874 -5.8538 5.0987
O24 -2.5544 -6.0160 7.3053
F8 -0.9895 -3.5966 8.0060
H22 -3.5988 -5.3020 8.9046
H23 -1.8796 -5.5717 9.1331
H24 -2.8879 -3.1619 8.4370
C25 2.2144 1.3792 7.0287
C26 3.1230 2.0639 6.0003
O25 3.3056 3.3671 6.6187
C27 2.1299 3.6140 7.3921
O26 1.8624 4.7206 7.8328
O27 1.3868 2.5188 7.3784
F9 2.4805 2.0828 4.8089
H25 2.7761 0.9866 7.8763
H26 1.4149 0.7587 6.6241
H27 4.0538 1.4985 5.9566
C28 -3.3293 0.7493 5.1958
C29 -3.6964 -0.6204 5.7561
O28 -2.9684 -0.6443 7.0614
C30 -1.9735 0.2998 6.9650
O29 -1.0844 0.3607 7.7717
O30 -2.0017 0.9549 5.7638
F10 -3.2513 -1.4442 4.8981
H28 -4.1340 1.4320 5.4686
H29 -3.3560 0.5300 4.1284
H30 -4.7762 -0.7567 5.8154
C31 9.3477 -0.9842 7.2624
C32 10.3349 -2.1326 7.4880
O31 9.6716 -3.2776 7.0387
C33 8.2549 -3.0420 7.1727
O32 7.4167 -3.8670 7.0418
O33 8.0792 -1.7564 7.2763
F11 10.7055 -2.1886 8.7779
H31 9.6174 -0.5608 6.2949
H32 9.4219 -0.1880 8.0031
H33 11.1746 -2.0266 6.8011
C34 4.1224 -8.5065 1.4325
C35 2.9526 -9.3798 1.9423
O34 3.3661 -9.6449 3.2616
C36 4.7034 -9.5443 3.3583
O35 5.4183 -9.9655 4.2933
O36 5.1836 -8.9029 2.2909
F12 3.0610 -10.6099 1.3172
H34 4.0200 -7.4213 1.4341
H35 4.1823 -8.8138 0.3884
H36 1.9209 -9.0754 1.7662
C37 1.9368 -4.6399 12.1022
C38 0.9549 -5.6909 12.5461
O37 -0.3009 -5.1301 12.2874
C39 -0.1196 -4.0103 11.4328
O38 -1.0116 -3.3942 10.8781
O39 1.1944 -3.8613 11.1943
F13 1.1248 -6.0397 13.8222
H37 2.9585 -4.9528 11.8873
H38 1.9145 -3.9172 12.9178
H39 1.0106 -6.5844 11.9244
C40 -1.1934 -9.8523 9.9994
C41 -0.5054 -8.5236 9.8984
O40 -1.5834 -7.7483 10.3451
C42 -2.8483 -8.3701 10.1882
O41 -3.9621 -7.9311 10.4339
O42 -2.5814 -9.6105 9.8081
F14 -0.2912 -8.2215 8.5898
H40 -1.1819 -10.1997 11.0325
H41 -0.7186 -10.6331 9.4052
H42 0.4281 -8.2587 10.3948
C43 1.0561 -3.3240 5.9581
C44 1.4906 -4.0350 4.6828
O43 2.8660 -3.7368 4.4802
C45 3.3246 -3.0453 5.5128
O44 4.4373 -2.6211 5.6465
O45 2.2537 -2.9038 6.4785
F15 0.8336 -3.5938 3.6078
H43 0.6084 -4.0889 6.5925
H44 0.2991 -2.5865 5.6913
H45 1.3200 -5.1101 4.7392
C46 2.3882 -5.3633 8.5985
O46 2.1963 -6.2927 7.6025
C47 3.1411 -6.6445 6.7624
O47 2.9206 -7.1008 5.6273
O48 4.4217 -6.4864 7.2774
C48 5.5034 -6.7849 6.3810
H46 2.6535 -4.3422 8.3245
H47 3.1191 -5.7623 9.3017
H48 1.4320 -5.1380 9.0707
H49 5.5489 -6.1028 5.5320
H50 5.5574 -7.7960 5.9775
H51 6.3734 -6.7143 7.0339

Results
largest force on an atom: 0.1376 hartree/bohr
electronic energy: -189640.554 eV
HOMO-LUMO gap: 10.51 eV
charge: 0
E_LUMO: -0.29 eV

=====

Entry 4:
This record from the Open Molecules 2025 dataset describes a cluster of 2 separate species, C2H4N3OP in total. The level of theory is the ωB97M-V functional and the def2-TZVPD basis.

Positions of all 11 atoms, in Å:
C1 0.8354 0.7836 -0.1833
C2 2.0640 0.0228 -0.1982
N1 1.6440 -1.2368 -0.0385
N2 0.3869 -1.2319 0.2172
N3 -0.1833 0.0381 0.1337
H1 0.6095 1.8628 -0.3260
H2 3.1291 0.1601 -0.3363
H3 -0.2667 -1.9733 0.2719
O1 -3.3414 0.0987 -0.7865
P1 -2.6153 -0.0017 0.5009
H4 -2.2621 1.4777 0.7451

Results
largest force on an atom: 0.0733 hartree/bohr
electronic energy: -17943.345 eV
HOMO-LUMO gap: 9.40 eV
SMILES: c1cn[nH]n1.O=P
charge: 0
relative energy (zero: lowest compared OMol25 entry of this formula, charge and spin): 1.172 eV
E_LUMO: 0.39 eV

=====

Q: Which formula does entry 2 have?
A: C5H7ClN4O2

=====

Q: What is the electronic energy in the second record?
A: -27870.756 eV